1.
Computed, not measured: an isolated molecule of C2H5BS2 at a distorted geometry, with ωB97M-V/def2-TZVPD.

Geometry as ORCA input:
```
! wB97M-V def2-TZVPD RIJCOSX def2/J DEFGRID3
* xyz 0 1
B -0.27 -1.30 -1.02
C 0.53 0.13 0.90
C -0.33 1.09 0.08
S -0.36 -1.39 0.74
S 0.00 0.28 -1.74
H -0.44 -2.34 -1.68
H 1.50 -0.09 0.43
H 0.72 0.47 1.98
H -1.45 1.03 0.25
H 0.11 2.12 0.06
*
```

Properties
* energy relative to the best compared isomer or geometry (same formula, charge and spin): 6.5 kJ/mol
* HOMO energy: -9.20 eV
* structure (SMILES): B1SCCS1
* Kohn-Sham gap: 9.71 eV

***

2.
Computed, not measured: a structure of composition C45H50N9PtS4SeSi at a distorted geometry, with ωB97M-V/def2-TZVPD.

Geometry as ORCA input:
```
! wB97M-V def2-TZVPD RIJCOSX def2/J DEFGRID3
* xyz 3 1
Pt 0.00 -0.30 -0.17
N -0.46 1.02 1.25
S -1.18 2.17 1.81
N -2.49 2.77 1.04
S -2.34 3.75 -0.17
N -1.30 3.39 -1.27
S -1.18 2.03 -2.16
N -0.24 0.93 -1.79
C -2.86 1.47 -2.47
C -3.33 0.45 -1.65
C -4.61 -0.04 -1.84
C -5.40 0.49 -2.85
C -4.92 1.50 -3.67
C -3.64 2.00 -3.48
C -0.66 2.75 -3.70
C 0.02 1.94 -4.60
C 0.42 2.47 -5.81
C 0.13 3.80 -6.12
C -0.55 4.59 -5.22
C -0.95 4.08 -3.99
C -1.90 5.40 0.30
C -2.74 6.01 1.22
C -2.47 7.32 1.60
C -1.38 7.98 1.05
C -0.55 7.35 0.14
C -0.80 6.04 -0.25
C -4.00 3.96 -0.75
C -4.19 4.95 -1.71
C -5.47 5.21 -2.16
C -6.54 4.49 -1.64
C -6.33 3.51 -0.68
C -5.05 3.24 -0.22
C -0.10 3.53 2.19
C 1.08 3.63 1.47
C 1.94 4.68 1.74
C 1.62 5.61 2.72
C 0.43 5.49 3.44
C -0.44 4.45 3.18
C -1.90 1.75 3.37
C -1.02 1.27 4.33
C -1.51 0.89 5.57
C -2.87 0.98 5.83
C -3.74 1.45 4.86
C -3.26 1.85 3.62
H -2.70 0.04 -0.87
H -4.99 -0.83 -1.21
H -6.40 0.10 -3.01
H -5.54 1.90 -4.46
H -3.26 2.77 -4.14
H 0.23 0.92 -4.34
H 0.95 1.86 -6.52
H 0.44 4.21 -7.07
H -0.77 5.62 -5.46
H -1.46 4.70 -3.28
H -3.59 5.49 1.63
H -3.12 7.82 2.30
H -1.18 9.01 1.33
H 0.29 7.88 -0.28
H -0.17 5.54 -0.96
H -3.35 5.53 -2.09
H -5.64 5.98 -2.90
H -7.54 4.71 -1.97
H -7.17 2.97 -0.28
H -4.88 2.48 0.53
H 1.32 2.89 0.73
H 2.87 4.77 1.20
H 2.30 6.42 2.94
H 0.19 6.21 4.21
H -1.36 4.35 3.74
H 0.04 1.21 4.12
H -0.83 0.53 6.33
H -3.25 0.68 6.80
H -4.80 1.52 5.08
H -3.93 2.24 2.87
N 2.97 -2.70 0.76
C 2.22 -2.50 1.84
N 2.32 -3.33 2.88
S 1.11 -1.20 1.96
H 3.69 -3.40 0.74
H 2.99 -1.95 0.07
H 3.02 -4.05 2.92
H 1.77 -3.16 3.70
N -1.32 -2.99 0.90
C -2.15 -3.51 1.82
C -2.98 -2.49 2.23
C -2.57 -1.38 1.49
N -1.57 -1.70 0.68
H -0.59 -3.47 0.39
H -2.11 -4.54 2.10
H -3.78 -2.55 2.95
H -2.95 -0.37 1.51
C -0.47 -3.16 -3.60
C -0.08 -2.36 -2.46
N 0.26 -1.76 -1.54
H -0.23 -2.62 -4.51
H -1.54 -3.35 -3.55
H 0.08 -4.10 -3.58
C 5.11 -0.65 -1.85
Si 3.58 0.30 -2.35
C 3.92 2.10 -2.73
C 2.61 -0.55 -3.69
Se 2.42 0.58 -0.28
H 5.93 -0.41 -2.52
H 4.96 -1.73 -1.90
H 5.44 -0.39 -0.84
H 4.57 2.18 -3.61
H 4.44 2.59 -1.91
H 3.00 2.63 -2.93
H 3.04 -0.30 -4.66
H 1.58 -0.22 -3.66
H 2.65 -1.63 -3.58
*
```

Properties
* energy relative to the best compared isomer or geometry (same formula, charge and spin): 183.2 kJ/mol
* HOMO energy: -14.83 eV
* Kohn-Sham gap: 6.48 eV

***

3.
Computed, not measured: a structure of composition C4H4CeO2 at a distorted geometry, with ωB97M-V/def2-TZVPD.

Geometry as ORCA input:
```
! wB97M-V def2-TZVPD RIJCOSX def2/J DEFGRID3
* xyz 0 3
O -2.09 0.69 0.96
C -0.86 0.23 1.07
H -0.72 -0.68 1.69
C 0.22 0.71 0.37
C 1.29 -0.22 -0.08
C 0.83 -1.13 -1.26
O -0.34 -0.92 -1.69
Ce -2.21 0.36 -1.24
H 0.09 1.66 -0.17
H 1.55 -0.95 0.72
H 2.23 0.26 -0.37
*
```

Properties
* HOMO energy (spin up / spin down): -5.98 / -6.65 eV
* Kohn-Sham gap (spin up / spin down): 5.63 / 6.03 eV

***

4.
Computed, not measured: a cluster of 2 separate species, CH2O2S2 in total at a distorted geometry, with ωB97M-V/def2-TZVPD.

Geometry as ORCA input:
```
! wB97M-V def2-TZVPD RIJCOSX def2/J DEFGRID3
* xyz 0 1
C 2.68 0.88 -0.57
O -0.08 -0.50 0.58
O 1.87 1.44 -1.09
S -2.44 -0.76 0.54
S -0.83 -0.30 -0.88
H -1.83 0.34 0.81
H 0.62 -1.09 0.60
*
```

Properties
* energy relative to the best compared isomer or geometry (same formula, charge and spin): 192.8 kJ/mol
* HOMO energy: -9.00 eV
* Kohn-Sham gap: 8.50 eV

***

5.
Computed, not measured: a cluster of 2 separate species, C4H12NOS in total at a distorted geometry, with ωB97M-V/def2-TZVPD.

Geometry as ORCA input:
```
! wB97M-V def2-TZVPD RIJCOSX def2/J DEFGRID3
* xyz -1 1
C 2.89 0.64 0.53
N 1.98 0.02 -0.46
C 0.57 0.50 -0.24
C -0.41 -0.20 -1.19
S -2.13 -0.34 -0.59
C 0.28 2.03 -0.40
H 3.96 0.38 0.27
H 2.75 1.76 0.61
H 2.77 0.13 1.48
H 2.21 0.25 -1.45
H 0.35 0.41 0.84
H -0.52 0.32 -2.23
H -0.26 -1.31 -1.35
H 1.06 2.58 0.11
H -0.70 2.21 -0.16
H 0.29 2.38 -1.41
H -1.36 -1.69 3.11
H -0.81 -1.59 1.85
O -1.18 -2.28 2.35
*
```

Properties
* energy relative to the best compared isomer or geometry (same formula, charge and spin): 156.9 kJ/mol
* HOMO energy: -2.25 eV
* Kohn-Sham gap: 5.84 eV

***

6.
Computed, not measured: a structure of composition C40H76BBr32F3I at a distorted geometry, with ωB97M-V/def2-TZVPD.

Geometry as ORCA input:
```
! wB97M-V def2-TZVPD RIJCOSX def2/J DEFGRID3
* xyz -1 1
C -3.65 -2.76 0.83
C -3.39 -1.46 0.93
C -3.10 -0.49 -0.17
B -3.34 1.07 0.33
C -2.11 2.10 -0.10
C -1.54 1.89 -1.51
C -0.15 1.25 -1.51
I 1.30 2.53 -2.49
C -4.81 1.73 -0.13
C -5.93 0.73 -0.37
C -6.36 0.48 -1.80
F -7.33 1.40 -2.15
Br -4.97 0.70 -3.13
C -7.05 -0.93 -1.97
F -8.14 -0.81 -2.75
F -7.47 -1.40 -0.79
Br -5.92 -2.28 -2.79
H -3.60 -3.35 1.73
H -3.97 -3.25 -0.08
H -3.37 -1.04 1.93
H -3.73 -0.80 -1.01
H -2.07 -0.69 -0.47
H -3.33 1.05 1.56
H -2.51 3.10 0.01
H -1.33 1.97 0.65
H -1.50 2.84 -2.03
H -2.19 1.25 -2.11
H 0.19 1.10 -0.50
H -0.11 0.34 -2.09
H -4.70 2.42 -0.97
H -5.13 2.36 0.70
H -5.73 -0.22 0.11
H -6.85 1.10 0.09
Br 3.00 0.65 -5.39
C 1.54 0.67 -6.67
C 0.22 0.52 -5.97
Br -0.09 -1.31 -5.38
H 1.74 -0.13 -7.38
H 1.60 1.63 -7.17
H -0.60 0.75 -6.65
H 0.14 1.14 -5.09
Br 1.27 4.53 -6.95
C 2.59 4.56 -5.52
C 3.18 5.93 -5.33
Br 4.47 6.37 -6.73
H 3.34 3.82 -5.78
H 2.06 4.25 -4.63
H 3.74 5.97 -4.40
H 2.43 6.72 -5.34
Br 3.12 -2.08 -0.79
C 4.03 -0.60 -1.66
C 5.22 -0.14 -0.87
Br 4.72 0.90 0.70
H 3.28 0.18 -1.79
H 4.35 -0.97 -2.62
H 5.84 0.53 -1.47
H 5.82 -0.97 -0.51
Br -3.45 0.13 5.34
C -2.48 1.80 5.59
C -2.30 2.56 4.31
Br -0.94 1.76 3.18
H -1.53 1.53 6.05
H -3.07 2.38 6.30
H -1.95 3.57 4.51
H -3.20 2.60 3.71
Br 3.98 -6.15 -4.98
C 3.19 -4.66 -4.00
C 3.42 -3.35 -4.70
Br 5.26 -2.75 -4.52
H 3.63 -4.68 -3.00
H 2.13 -4.88 -3.93
H 2.80 -2.57 -4.27
H 3.22 -3.41 -5.77
Br -4.36 -5.21 3.59
C -3.05 -5.07 5.02
C -2.48 -3.68 5.17
Br -1.22 -3.24 3.76
H -2.28 -5.80 4.79
H -3.57 -5.36 5.93
H -1.92 -3.61 6.10
H -3.24 -2.90 5.15
Br 6.62 9.38 -5.20
C 7.14 9.43 -7.07
C 7.05 10.82 -7.64
Br 5.21 11.34 -8.00
H 6.50 8.72 -7.59
H 8.17 9.08 -7.09
H 7.55 10.87 -8.60
H 7.46 11.56 -6.97
Br -2.44 -9.17 0.44
C -3.32 -7.59 1.16
C -3.01 -6.36 0.35
Br -1.23 -5.68 0.71
H -3.01 -7.50 2.19
H -4.39 -7.81 1.12
H -3.69 -5.55 0.63
H -3.08 -6.53 -0.72
Br -2.60 -7.17 8.13
C -2.20 -5.89 9.53
C -1.90 -4.52 8.98
Br -0.13 -4.43 8.18
H -1.38 -6.29 10.10
H -3.10 -5.85 10.16
H -1.91 -3.78 9.77
H -2.61 -4.23 8.20
Br 4.28 -6.01 4.21
C 3.71 -4.23 3.64
C 2.38 -4.26 2.95
Br 2.51 -4.95 1.13
H 4.50 -3.84 3.00
H 3.65 -3.64 4.55
H 1.99 -3.25 2.84
H 1.65 -4.87 3.46
Br -7.36 4.22 -5.55
C -8.44 2.72 -4.95
C -9.62 2.48 -5.85
Br -11.04 3.78 -5.57
H -8.72 2.93 -3.93
H -7.77 1.86 -4.97
H -10.07 1.51 -5.63
H -9.36 2.53 -6.90
Br 8.59 14.40 -5.03
C 10.03 13.11 -4.93
C 10.93 13.17 -6.13
Br 10.09 12.37 -7.69
H 9.56 12.13 -4.81
H 10.59 13.36 -4.03
H 11.84 12.60 -5.96
H 11.18 14.19 -6.41
Br 3.12 -7.95 -1.64
C 3.95 -9.37 -2.67
C 3.01 -10.53 -2.89
Br 2.81 -11.62 -1.29
H 4.85 -9.66 -2.14
H 4.21 -8.92 -3.62
H 3.40 -11.20 -3.65
H 2.01 -10.20 -3.17
Br -5.08 -3.66 11.35
C -3.78 -3.42 12.78
C -3.35 -1.99 12.91
Br -2.13 -1.48 11.49
H -2.95 -4.08 12.56
H -4.28 -3.75 13.69
H -2.79 -1.85 13.84
H -4.17 -1.29 12.88
Br 1.60 0.68 5.63
C 2.16 2.38 4.89
C 3.21 3.05 5.73
Br 2.44 3.85 7.34
H 1.26 2.97 4.77
H 2.56 2.14 3.91
H 3.66 3.88 5.19
H 3.98 2.37 6.07
*
```

Properties
* HOMO energy: -5.48 eV
* Kohn-Sham gap: 6.76 eV

***

> Which formula does entry 3 have?

C4H4CeO2